{"formula": "C37H53N2P3Pt", "method": "the ωB97M-V functional and the def2-TZVPD basis", "symbols": ["Pt", "C", "C", "P", "C", "C", "C", "C", "C", "C", "C", "C", "C", "C", "C", "C", "C", "P", "C", "C", "C", "C", "C", "C", "C", "C", "C", "C", "C", "C", "H", "H", "H", "H", "H", "H", "H", "H", "H", "H", "H", "H", "H", "H", "H", "H", "H", "H", "H", "H", "H", "H", "H", "H", "H", "H", "C", "C", "C", "C", "N", "N", "H", "H", "H", "H", "H", "H", "H", "H", "H", "H", "H", "H", "C", "C", "P", "C", "C", "C", "C", "H", "H", "H", "H", "H", "H", "H", "H", "H", "H", "H", "H", "H", "H", "H"], "coordinates": [[-0.383196, 0.038986, 0.172637], [-2.317942, 2.314745, -2.275737], [-2.163133, 2.828302, -0.840592], [-0.615454, 2.307012, -0.038033], [0.709790, 2.926810, -1.098981], [0.629506, 4.243929, -1.564036], [1.644921, 4.764668, -2.345064], [2.754873, 3.984180, -2.655719], [2.848511, 2.685471, -2.182974], [1.823096, 2.158856, -1.408567], [-0.479001, 3.388960, 1.413828], [0.791461, 3.672522, 1.918076], [0.938564, 4.513082, 3.010638], [-0.179645, 5.083997, 3.603395], [-1.445704, 4.817056, 3.101519], [-1.596900, 3.974773, 2.009378], [-2.599773, 0.815020, -2.355401], [-1.130833, -0.217139, -2.038424], [-1.760393, -1.912835, -2.123014], [-1.244562, -2.842685, -3.025197], [-1.691611, -4.158729, -2.998074], [-2.649395, -4.551304, -2.074936], [-3.166291, -3.627627, -1.172501], [-2.721387, -2.315518, -1.191624], [-0.019293, -0.018992, -3.444484], [-0.453396, 0.442259, -4.686660], [0.431342, 0.495955, -5.753754], [1.743702, 0.072190, -5.597359], [2.180055, -0.403713, -4.367530], [1.301929, -0.440572, -3.298169], [-1.427864, 2.566407, -2.859631], [-3.145426, 2.848274, -2.744480], [-2.999029, 2.494455, -0.220653], [-2.177533, 3.919193, -0.832948], [-0.213839, 4.871038, -1.301641], [1.578871, 5.781973, -2.707412], [3.547955, 4.395322, -3.266511], [3.717424, 2.083821, -2.415918], [1.889774, 1.144416, -1.032340], [1.670597, 3.246637, 1.449207], [1.927316, 4.734620, 3.391153], [-0.063334, 5.747508, 4.450362], [-2.316759, 5.274621, 3.552061], [-2.592798, 3.789853, 1.624688], [-3.000197, 0.537165, -3.331056], [-3.359063, 0.527425, -1.624352], [-0.505748, -2.542572, -3.758454], [-1.296275, -4.873508, -3.707958], [-3.002224, -5.574043, -2.063016], [-3.922307, -3.928739, -0.459061], [-3.127154, -1.607572, -0.475155], [-1.474439, 0.765248, -4.839645], [0.092106, 0.863166, -6.713180], [2.426175, 0.109495, -6.436350], [3.200967, -0.741825, -4.245607], [1.644298, -0.811095, -2.335244], [1.260069, -4.649608, 1.072413], [2.064307, -3.577851, 0.344657], [2.098817, -3.857395, -1.158868], [3.483643, -3.514244, 0.895139], [1.476745, -2.243644, 0.658661], [0.149952, -2.053458, 0.145802], [1.726498, -5.624019, 0.927570], [0.236237, -4.732258, 0.695607], [1.232971, -4.451261, 2.145031], [2.626920, -4.792285, -1.348778], [2.628671, -3.065525, -1.695182], [1.102083, -3.975329, -1.594250], [3.996852, -4.459527, 0.723076], [3.474509, -3.315783, 1.967439], [4.062149, -2.729131, 0.400811], [2.058277, -1.523167, 0.240835], [-0.474777, -2.586449, 0.744830], [0.029617, -2.454609, -0.785866], [-1.812369, -2.409157, 2.875783], [-0.453297, -1.751465, 3.126054], [-0.308608, -0.037299, 2.523806], [-1.777259, 0.774484, 3.222619], [-1.817483, 0.850847, 4.748049], [1.184780, 0.657311, 3.318813], [1.627803, 0.043832, 4.646296], [-1.773093, -3.465356, 3.142580], [-2.141824, -2.335833, 1.835140], [-2.594229, -1.954384, 3.485731], [0.368597, -2.317501, 2.685430], [-0.253023, -1.726408, 4.197973], [-2.638140, 0.222371, 2.833679], [-1.829213, 1.770678, 2.795772], [-1.775341, -0.135729, 5.212361], [-2.744483, 1.324491, 5.069788], [-0.992661, 1.448558, 5.136921], [0.988816, 1.727272, 3.432578], [1.985288, 0.570150, 2.581976], [0.847303, 0.083275, 5.405736], [2.484931, 0.597864, 5.027991], [1.938631, -0.993402, 4.526500]], "atomic_forces_ev_per_a": [[-0.2, -0.1, -0.1], [0.0, 0.0, 0.0], [-0.1, 0.0, -0.1], [0.2, 0.0, 0.1], [-0.1, 0.2, -0.1], [0.1, -0.1, 0.0], [0.0, 0.0, 0.0], [0.0, 0.0, 0.0], [0.0, 0.0, 0.0], [0.0, -0.1, 0.1], [0.0, 0.0, 0.0], [-0.1, 0.0, 0.0], [0.0, 0.0, 0.0], [0.0, 0.0, 0.0], [0.0, 0.0, 0.0], [0.0, 0.1, -0.1], [0.1, 0.0, 0.0], [-0.1, 0.2, -0.1], [0.1, -0.1, -0.1], [-0.1, 0.0, 0.0], [0.0, 0.0, 0.0], [0.0, 0.0, 0.0], [0.0, 0.0, 0.0], [0.0, -0.1, 0.0], [0.0, -0.1, 0.0], [0.0, 0.0, 0.1], [0.0, 0.0, 0.0], [0.0, 0.0, 0.0], [0.0, 0.0, 0.0], [0.0, -0.1, 0.1], [0.0, 0.0, 0.0], [0.0, 0.0, 0.1], [0.0, 0.0, 0.0], [0.0, 0.0, 0.0], [0.0, 0.0, 0.0], [0.0, 0.0, 0.0], [0.0, 0.0, 0.0], [0.0, 0.0, 0.0], [0.0, 0.0, 0.0], [0.0, 0.0, 0.0], [0.0, 0.0, 0.0], [0.0, 0.0, 0.0], [0.0, 0.0, 0.0], [0.0, 0.0, 0.0], [0.0, 0.0, 0.0], [0.0, 0.0, 0.0], [0.0, 0.0, 0.0], [0.0, 0.0, 0.0], [0.0, 0.0, 0.0], [0.0, 0.0, 0.0], [0.0, 0.0, 0.0], [0.0, 0.0, 0.0], [0.0, 0.0, 0.0], [0.0, 0.0, 0.0], [0.0, 0.0, 0.0], [0.0, 0.0, 0.0], [0.0, 0.0, 0.0], [0.0, 0.0, 0.0], [0.0, 0.0, 0.0], [0.0, 0.0, 0.0], [0.1, -0.1, -0.2], [0.1, 0.1, 0.2], [0.0, 0.0, 0.0], [0.0, 0.0, 0.0], [0.0, 0.0, 0.0], [0.0, 0.0, 0.0], [0.0, 0.0, 0.0], [0.0, 0.0, 0.0], [0.0, 0.0, 0.0], [0.0, 0.0, 0.0], [0.0, 0.0, 0.0], [0.0, 0.0, 0.0], [-0.1, 0.0, 0.0], [0.1, 0.0, -0.1], [0.0, 0.0, 0.1], [0.0, -0.1, 0.1], [0.0, 0.0, 0.0], [0.0, -0.1, 0.1], [0.0, 0.0, 0.0], [0.0, 0.1, 0.0], [0.0, 0.0, 0.0], [0.0, 0.0, 0.0], [0.0, 0.0, 0.0], [0.0, 0.0, 0.0], [0.0, 0.0, 0.0], [0.0, 0.0, 0.0], [0.0, 0.0, 0.0], [0.0, 0.0, 0.0], [0.0, 0.0, 0.0], [0.0, 0.0, 0.0], [0.0, 0.0, 0.0], [0.0, -0.1, 0.0], [0.0, 0.0, 0.0], [0.0, 0.0, 0.0], [0.0, 0.0, 0.0], [0.0, 0.0, 0.0]], "spin_multiplicity": 1, "total_energy_ev": -73313.5154, "de_lowest_kj_mol": 12.0, "charge": 2, "e_lumo_ev": -5.2, "e_homo_ev": -14.18, "homo_lumo_gap_ev": 9.025}